Record 1
A structure of composition C23H25MnO3Te at a distorted geometry. Source: the Open Molecules 2025 dataset; level of theory: wB97M-V/def2-TZVPD.

```
! wB97M-V def2-TZVPD RIJCOSX def2/J DEFGRID3
* xyz 0 5
Mn -0.6336 -1.5135 -1.0571
C -3.8555 -3.5396 0.8506
C -2.5517 -3.6645 0.0769
C -2.0062 -5.0864 0.1133
O -1.5632 -2.7464 0.6127
C -2.7986 -3.2688 -1.4103
O -3.5744 -3.9357 -2.0534
O -2.1188 -2.2460 -1.8286
H -3.7847 -4.0419 1.8180
H -4.6570 -3.9978 0.2736
H -4.1031 -2.4896 1.0120
H -1.9409 -5.4459 1.1427
H -1.0093 -5.1259 -0.3310
H -2.6666 -5.7402 -0.4530
H -1.3897 -2.9826 1.5292
C -0.1197 6.4215 1.2559
C -0.4630 5.0220 0.8244
C -1.5632 4.3610 1.3556
C -1.9219 3.0843 0.9412
C -3.1290 2.4362 1.5707
C -1.1565 2.4485 -0.0486
Te -1.9174 0.6178 -0.8429
C -0.0253 3.0824 -0.5725
C 0.8458 2.4651 -1.6351
C 0.3007 4.3577 -0.1230
H -0.8153 6.7762 2.0154
H -0.1673 7.1067 0.4078
H 0.8907 6.4738 1.6653
H -2.1591 4.8551 2.1152
H -3.4534 2.9947 2.4477
H -2.9055 1.4132 1.8732
H -3.9595 2.3966 0.8625
H 0.7091 1.3886 -1.7051
H 1.8978 2.6666 -1.4293
H 0.6117 2.8983 -2.6107
H 1.1741 4.8504 -0.5399
C 4.9305 0.0694 0.6242
C 3.7068 0.6417 1.0228
C 2.5234 0.1287 0.5697
C 2.5021 -0.9891 -0.2955
C 1.2818 -1.5425 -0.7648
C 1.3469 -2.6703 -1.5668
C 2.5626 -3.2629 -1.9581
C 3.7365 -2.7122 -1.5308
C 3.7360 -1.5738 -0.6874
C 4.9438 -1.0114 -0.2129
H 5.8612 0.4867 0.9865
H 3.7148 1.4923 1.6927
H 1.5757 0.5639 0.8658
H 0.4296 -3.1670 -1.9279
H 2.5631 -4.1416 -2.5898
H 4.6834 -3.1457 -1.8283
H 5.8812 -1.4578 -0.5228
*
```

Calculated values
highest occupied orbital energy (alpha / beta) = -7.616 / -7.841 eV
largest force on an atom = 1.59 eV/Å
Kohn-Sham gap (alpha / beta) = 6.2 / 7.8 eV

---

Record 2
A cluster of 14 separate species, C54H145N9O23 in total at a distorted geometry. Source: the Open Molecules 2025 dataset; level of theory: wB97M-V/def2-TZVPD.

```
! wB97M-V def2-TZVPD RIJCOSX def2/J DEFGRID3
* xyz 0 1
C 19.3732 18.4182 15.0176
O 20.6764 18.6663 15.4022
C 21.2983 17.4831 15.8759
C 21.6790 16.5500 14.7538
N 22.9377 16.9679 14.1209
C 23.3700 16.0324 13.0204
C 24.6298 16.5433 12.2142
O 24.3741 17.6546 11.2854
C 25.5017 17.8025 10.4719
H 19.1919 17.7904 14.1452
H 18.9354 19.3846 14.7676
H 18.8097 18.0343 15.8680
H 20.7085 16.9097 16.5911
H 22.2117 17.6143 16.4561
H 20.8452 16.4114 14.0657
H 21.8240 15.5584 15.1826
H 22.8577 17.8877 13.7115
H 22.5348 15.9137 12.3300
H 23.5350 15.0394 13.4384
H 25.0819 15.7206 11.6602
H 25.3769 16.7911 12.9682
H 25.3962 18.6566 9.8029
H 25.6492 17.0696 9.6788
H 26.4749 17.8392 10.9615
C 16.7579 14.6741 27.8293
O 17.6224 13.6975 27.2840
C 17.1127 13.0613 26.1474
C 18.2429 12.2027 25.5537
N 19.0977 13.1003 24.8818
C 20.4340 12.4761 24.5846
C 20.4337 11.2584 23.7347
O 19.9205 10.1699 24.4762
C 20.0267 8.9148 23.9006
H 16.4676 15.4583 27.1302
H 17.3240 15.1982 28.5993
H 15.8237 14.3006 28.2486
H 16.8125 13.7951 25.3994
H 16.2092 12.4922 26.3660
H 17.8738 11.4724 24.8336
H 18.7426 11.6992 26.3813
H 19.1731 13.9185 25.4691
H 20.8024 12.3045 25.5960
H 21.1464 13.2065 24.2011
H 21.4688 11.0161 23.4940
H 19.7979 11.3591 22.8551
H 19.5583 8.1994 24.5766
H 21.0913 8.7746 23.7134
H 19.5449 8.8336 22.9262
C 19.6124 20.9022 25.5624
O 20.6342 20.0456 25.7703
C 20.7909 18.9743 24.8189
C 22.0680 18.1341 24.9722
N 23.1296 18.9004 24.4411
C 24.3233 18.0284 24.4730
C 25.6187 18.5357 23.8791
O 26.6907 17.5569 23.8060
C 27.8924 18.1077 23.5935
H 19.6156 21.7618 26.2326
H 18.6733 20.3698 25.7126
H 19.6894 21.3485 24.5709
H 20.7042 19.3168 23.7877
H 19.9668 18.2715 24.9412
H 21.8485 17.3225 24.2786
H 22.2216 17.8115 26.0020
H 22.8520 19.1172 23.4945
H 24.1254 17.1083 23.9231
H 24.5120 17.6547 25.4794
H 25.9345 19.3138 24.5741
H 25.6119 19.0393 22.9124
H 28.5875 17.3167 23.3118
H 28.2317 18.5482 24.5310
H 27.8996 18.7923 22.7453
C 28.9426 11.8738 16.5014
O 28.7927 13.2824 16.7776
C 30.0008 14.0885 17.0090
C 29.7102 15.6099 17.2078
N 28.8202 15.8673 18.3973
C 28.1455 17.1781 18.2609
C 27.2558 17.5106 19.4865
O 26.1916 16.5457 19.5418
C 25.4853 16.5684 20.8263
H 29.4790 11.3777 17.3102
H 29.4993 11.6663 15.5875
H 27.9523 11.4196 16.4678
H 30.6136 13.9999 16.1119
H 30.4838 13.6805 17.8969
H 29.1854 15.9336 16.3090
H 30.6727 16.0576 17.4556
H 28.1366 15.1246 18.3637
H 27.5017 17.2818 17.3875
H 28.8939 17.9687 18.2067
H 26.8305 18.4884 19.2602
H 27.8833 17.4659 20.3767
H 26.0383 16.0333 21.5982
H 24.5144 16.0768 20.7640
H 25.1525 17.5165 21.2488
C 14.9832 12.2592 21.9872
O 15.9132 13.2595 21.4804
C 17.2530 12.7787 21.4879
C 18.2334 13.9015 21.0202
N 18.6975 14.7095 22.1912
C 17.6256 15.5652 22.6915
C 18.0967 16.6624 23.6576
O 17.0644 17.0624 24.5781
C 16.0341 17.9060 24.0251
H 15.1273 12.2099 23.0665
H 15.1636 11.3209 21.4627
H 14.0035 12.7017 21.8070
H 17.3450 11.9613 20.7727
H 17.6211 12.4154 22.4474
H 17.8296 14.4967 20.2011
H 19.0689 13.3897 20.5425
H 18.9034 14.1338 22.9951
H 16.8383 14.9714 23.1560
H 17.2289 16.0599 21.8050
H 18.4737 17.5709 23.1878
H 18.8974 16.3286 24.3176
H 15.2587 18.0048 24.7848
H 15.5985 17.4422 23.1400
H 16.4070 18.8870 23.7309
C 23.2130 19.3722 18.4349
O 23.5462 19.7755 19.7716
C 24.2243 21.0138 19.8424
C 24.0732 21.5683 21.3194
N 22.6985 22.0413 21.4993
C 22.4783 22.5435 22.8444
C 22.8454 24.0475 22.9748
O 24.2130 24.3570 23.2955
C 24.7925 23.7025 24.3826
H 23.9271 19.5830 17.6388
H 22.3101 19.9687 18.3046
H 22.9365 18.3192 18.3830
H 23.8765 21.8091 19.1832
H 25.2751 20.9063 19.5733
H 24.7471 22.4132 21.4610
H 24.3011 20.8003 22.0585
H 22.0155 21.3200 21.3169
H 23.0476 21.9971 23.5963
H 21.4314 22.4500 23.1333
H 22.3024 24.5983 23.7429
H 22.6012 24.4788 22.0040
H 25.0124 22.6786 24.0803
H 24.0960 23.5901 25.2135
H 25.7151 24.1959 24.6885
C 22.7444 13.7463 21.5877
O 23.4574 13.1700 22.6863
C 24.6715 13.8476 22.9236
C 25.0431 13.8428 24.4423
N 23.9784 14.3760 25.2469
C 24.2651 14.4788 26.6949
C 22.9019 14.6569 27.3803
O 22.0326 13.5082 27.3599
C 20.7840 13.7819 28.0609
H 23.3083 13.5920 20.6677
H 22.7373 14.8324 21.6796
H 21.7508 13.2982 21.5966
H 24.6850 14.8619 22.5246
H 25.5038 13.3640 22.4121
H 25.9661 14.3800 24.6603
H 25.2080 12.7918 24.6798
H 23.1041 13.8706 25.2308
H 24.9927 15.2645 26.8981
H 24.7833 13.5734 27.0108
H 22.3446 15.4973 26.9666
H 23.0364 14.9730 28.4147
H 20.9984 14.2188 29.0362
H 20.1766 12.8804 28.1411
H 20.2504 14.5601 27.5152
C 16.2361 12.7756 17.8355
O 14.9314 13.0516 17.3496
C 13.8498 13.0185 18.3352
C 13.5005 11.5915 18.7782
N 13.0354 10.9168 17.4888
C 11.6905 11.3278 17.0734
C 11.2191 10.5966 15.8356
O 12.0695 11.1828 14.8470
C 12.2696 10.3794 13.6919
H 16.3496 11.8869 18.4563
H 16.5600 13.5685 18.5097
H 16.9105 12.5882 17.0000
H 12.9981 13.6363 18.0508
H 14.1738 13.6266 19.1798
H 12.8864 11.5406 19.6773
H 14.3755 11.0455 19.1309
H 13.7293 11.1258 16.7854
H 11.6313 12.3942 16.8556
H 11.0528 11.1897 17.9465
H 10.2242 10.9028 15.5122
H 11.3620 9.5164 15.8068
H 11.3849 10.1314 13.1055
H 12.7139 9.4347 14.0053
H 12.9807 10.9380 13.0833
C 18.5285 21.7265 21.8020
O 18.2892 20.8174 20.7578
C 19.3748 19.9815 20.3420
C 18.8938 18.9971 19.1938
N 18.0714 17.9379 19.7623
C 17.3511 17.2161 18.7417
C 16.0091 16.6128 19.3078
O 15.1699 17.5626 19.9934
C 14.0129 16.9446 20.4501
H 17.5844 21.9890 22.2792
H 19.0106 22.6511 21.4845
H 19.2683 21.3279 22.4962
H 19.7711 19.4861 21.2283
H 20.1714 20.6393 19.9944
H 19.7470 18.5110 18.7206
H 18.3150 19.5523 18.4556
H 17.3512 18.3261 20.3544
H 17.9917 16.4496 18.3056
H 16.9657 17.8046 17.9091
H 16.3296 15.8456 20.0126
H 15.5016 16.0658 18.5132
H 14.1499 15.9808 20.9402
H 13.2723 16.7650 19.6707
H 13.5603 17.4807 21.2843
O 19.8812 13.6318 17.1261
H 20.2075 12.7384 17.0188
H 20.5926 14.0958 17.5675
O 22.0864 15.0042 18.4382
H 21.5399 15.6743 18.8488
H 22.9259 15.4386 18.2873
O 22.1355 18.4474 21.6550
H 22.7091 18.7347 20.9446
H 21.6391 17.7185 21.2829
O 24.3325 16.0608 17.6308
H 24.5476 16.6343 16.8953
H 25.1178 16.0673 18.1780
O 20.4228 16.5873 20.4812
H 20.1241 15.8374 20.9957
H 19.6222 17.0678 20.2704
*
```

Calculated values
highest occupied orbital energy = -8.259 eV
largest force on an atom = 4.28 eV/Å
relative energy (zero: lowest compared OMol25 entry of this formula, charge and spin) = 0.0 kJ/mol
Kohn-Sham gap = 8.8 eV

---

Record 3
An isolated molecule of C4H6N2O. Source: the Open Molecules 2025 dataset; level of theory: wB97M-V/def2-TZVPD.

```
! wB97M-V def2-TZVPD RIJCOSX def2/J DEFGRID3
* xyz 0 1
H 0.4981 2.6241 -0.3206
N -0.1393 1.8390 -0.1853
C 0.4872 0.7262 -0.1581
N 1.8409 0.5220 -0.3186
C -0.3403 -0.5051 0.1471
O 0.4138 -1.4181 0.9318
C -1.4982 -1.0024 -0.6185
C -1.7709 -0.2371 0.3941
H 2.1781 -0.3488 0.0676
H 2.4257 1.3190 -0.1072
H 0.1700 -2.2966 0.6171
H -1.8561 -1.6336 -1.4164
H -2.4090 0.4115 0.9670
*
```

Calculated values
highest occupied orbital energy = -9.184 eV
largest force on an atom = 0.35 eV/Å
relative energy (zero: lowest compared OMol25 entry of this formula, charge and spin) = 305.5 kJ/mol
Kohn-Sham gap = 10.1 eV

---

What did the first record say?
A structure of composition C23H25MnO3Te at a distorted geometry. Source: the Open Molecules 2025 dataset; level of theory: wB97M-V/def2-TZVPD.

```
! wB97M-V def2-TZVPD RIJCOSX def2/J DEFGRID3
* xyz 0 5
Mn -0.6336 -1.5135 -1.0571
C -3.8555 -3.5396 0.8506
C -2.5517 -3.6645 0.0769
C -2.0062 -5.0864 0.1133
O -1.5632 -2.7464 0.6127
C -2.7986 -3.2688 -1.4103
O -3.5744 -3.9357 -2.0534
O -2.1188 -2.2460 -1.8286
H -3.7847 -4.0419 1.8180
H -4.6570 -3.9978 0.2736
H -4.1031 -2.4896 1.0120
H -1.9409 -5.4459 1.1427
H -1.0093 -5.1259 -0.3310
H -2.6666 -5.7402 -0.4530
H -1.3897 -2.9826 1.5292
C -0.1197 6.4215 1.2559
C -0.4630 5.0220 0.8244
C -1.5632 4.3610 1.3556
C -1.9219 3.0843 0.9412
C -3.1290 2.4362 1.5707
C -1.1565 2.4485 -0.0486
Te -1.9174 0.6178 -0.8429
C -0.0253 3.0824 -0.5725
C 0.8458 2.4651 -1.6351
C 0.3007 4.3577 -0.1230
H -0.8153 6.7762 2.0154
H -0.1673 7.1067 0.4078
H 0.8907 6.4738 1.6653
H -2.1591 4.8551 2.1152
H -3.4534 2.9947 2.4477
H -2.9055 1.4132 1.8732
H -3.9595 2.3966 0.8625
H 0.7091 1.3886 -1.7051
H 1.8978 2.6666 -1.4293
H 0.6117 2.8983 -2.6107
H 1.1741 4.8504 -0.5399
C 4.9305 0.0694 0.6242
C 3.7068 0.6417 1.0228
C 2.5234 0.1287 0.5697
C 2.5021 -0.9891 -0.2955
C 1.2818 -1.5425 -0.7648
C 1.3469 -2.6703 -1.5668
C 2.5626 -3.2629 -1.9581
C 3.7365 -2.7122 -1.5308
C 3.7360 -1.5738 -0.6874
C 4.9438 -1.0114 -0.2129
H 5.8612 0.4867 0.9865
H 3.7148 1.4923 1.6927
H 1.5757 0.5639 0.8658
H 0.4296 -3.1670 -1.9279
H 2.5631 -4.1416 -2.5898
H 4.6834 -3.1457 -1.8283
H 5.8812 -1.4578 -0.5228
*
```

Calculated values
highest occupied orbital energy (alpha / beta) = -7.616 / -7.841 eV
largest force on an atom = 1.59 eV/Å
Kohn-Sham gap (alpha / beta) = 6.2 / 7.8 eV

---

Look up the largest force on an atom of the first one. 1.59 eV/Å